The molecule C13H15BrN2O2, computed with the ωB97M-V functional and the def2-TZVPD basis.

Last column: Mulliken charge in e.
Positions of all 33 atoms, in Å:
Br1 -4.4922 -1.7245 -0.1733  -0.184
C1 -3.6665 -0.0443 0.1958  -0.174
C2 -2.5371 0.3028 -0.5255  -0.144
C3 -1.9122 1.5146 -0.2514  0.599
C4 -2.4409 2.3477 0.7393  -0.651
C5 -3.5702 1.9767 1.4376  -0.379
C6 -4.2010 0.7704 1.1743  -0.540
H1 -5.0824 0.4713 1.7183  0.418
H2 -3.9690 2.6301 2.1982  0.370
H3 -1.9430 3.2831 0.9376  0.407
O1 -0.8011 1.9858 -0.8737  -0.451
C7 -0.2008 1.2680 -1.9321  -0.936
C8 0.8161 0.2160 -1.4572  -0.208
O2 0.1932 -0.9498 -0.9543  -0.346
C9 0.2284 -1.1440 0.4399  -0.185
C10 1.4205 -2.0198 0.8720  -1.092
N1 2.6785 -1.3802 0.6074  0.253
C11 3.2559 -0.3847 1.3240  -0.063
N2 4.3578 0.0427 0.7748  -0.644
C12 4.5148 -0.6965 -0.3541  -0.513
C13 3.4840 -1.5821 -0.4782  -0.242
H4 3.2581 -2.3191 -1.2209  0.413
H5 5.3572 -0.5462 -0.9984  0.423
H6 2.8432 -0.0132 2.2414  0.394
H7 1.3340 -2.2279 1.9425  0.406
H8 1.3849 -2.9605 0.3180  0.352
H9 -0.6963 -1.6657 0.7056  0.385
H10 0.2577 -0.1859 0.9729  0.331
H11 1.4193 -0.0847 -2.3201  0.384
H12 1.4733 0.6748 -0.7123  0.292
H13 0.3380 2.0247 -2.5091  0.446
H14 -0.9527 0.8002 -2.5747  0.372
H15 -2.1493 -0.3798 -1.2642  0.510

Results
HOMO energy   -8.7404 eV
Energy relative to the best compared isomer or geometry (same formula, charge and spin)   1.2 kcal/mol
Gap between HOMO and LUMO   9.414 eV
E_tot   -3338.35641 Eh
SMILES   Brc1cccc(OCCOCCn2ccnc2)c1